(1)
A 6-piece molecular cluster, C36H90N6O12 overall in a non-equilibrium geometry, computed with ωB97M-V/def2-TZVPD.

CARTESIAN COORDINATES (ANGSTROEM)
C: 10.671 33.001 23.103
O: 10.771 33.376 24.477
C: 11.749 34.231 24.859
C: 11.204 35.627 25.055
N: 12.161 36.344 25.848
C: 11.725 37.752 25.938
C: 12.876 38.581 26.663
O: 14.227 38.328 26.200
C: 14.500 38.933 25.007
H: 11.505 33.190 22.427
H: 9.853 33.694 22.906
H: 10.278 31.995 22.955
H: 12.431 34.344 24.017
H: 12.319 33.759 25.661
H: 10.291 35.640 25.651
H: 10.972 36.066 24.085
H: 13.096 36.209 25.490
H: 10.707 37.903 26.299
H: 11.554 38.222 24.969
H: 12.830 38.083 27.631
H: 12.794 39.664 26.761
H: 13.812 39.645 24.552
H: 14.654 38.161 24.253
H: 15.418 39.518 25.051
C: 20.235 30.406 14.667
O: 18.963 30.204 14.289
C: 18.944 29.363 13.119
C: 17.468 28.884 12.906
N: 17.019 28.273 14.145
C: 15.661 28.332 14.626
C: 15.606 27.406 15.815
O: 16.223 26.131 15.613
C: 15.726 25.287 14.609
H: 20.814 29.484 14.715
H: 20.350 30.736 15.699
H: 20.847 30.997 13.986
H: 19.600 28.496 13.207
H: 19.286 29.970 12.281
H: 17.361 28.086 12.172
H: 16.950 29.704 12.410
H: 17.750 28.458 14.817
H: 15.011 28.054 13.796
H: 15.309 29.308 14.960
H: 14.547 27.295 16.046
H: 16.088 27.852 16.685
H: 14.769 24.866 14.918
H: 16.489 24.516 14.507
H: 15.759 25.776 13.636
C: 8.169 34.059 20.102
O: 7.303 33.607 19.189
C: 7.989 32.684 18.346
C: 7.035 32.040 17.317
N: 5.755 31.802 17.908
C: 4.631 32.193 17.056
C: 3.413 32.314 18.056
O: 3.037 33.596 18.488
C: 3.925 34.186 19.422
H: 8.508 33.365 20.871
H: 7.718 34.930 20.578
H: 9.040 34.376 19.529
H: 8.639 31.910 18.755
H: 8.687 33.257 17.737
H: 7.576 31.325 16.699
H: 6.960 32.874 16.619
H: 5.875 32.424 18.695
H: 4.492 31.500 16.226
H: 4.777 33.184 16.625
H: 3.552 31.654 18.912
H: 2.500 31.928 17.604
H: 4.864 34.379 18.902
H: 4.163 33.602 20.311
H: 3.550 35.129 19.819
C: 10.192 37.260 15.618
O: 11.090 36.767 16.534
C: 12.401 36.611 16.260
C: 12.641 35.371 15.397
N: 13.842 34.666 15.724
C: 14.062 33.342 15.086
C: 15.450 32.813 15.434
O: 15.546 32.464 16.760
C: 16.593 31.503 16.958
H: 10.562 38.137 15.086
H: 9.309 37.527 16.198
H: 9.937 36.528 14.852
H: 12.837 36.335 17.220
H: 12.749 37.524 15.776
H: 12.739 35.676 14.355
H: 11.740 34.764 15.305
H: 14.554 35.365 15.568
H: 14.016 33.383 13.998
H: 13.221 32.757 15.459
H: 16.041 33.705 15.227
H: 15.750 32.065 14.701
H: 16.224 30.496 16.765
H: 17.171 31.460 17.881
H: 17.358 31.535 16.182
C: 15.357 28.774 19.198
O: 16.137 28.213 20.260
C: 16.994 27.152 19.831
C: 16.331 25.846 19.448
N: 15.717 25.186 20.502
C: 14.328 24.701 20.188
C: 14.367 23.643 19.055
O: 13.077 23.243 18.467
C: 12.361 22.575 19.433
H: 14.703 28.144 18.596
H: 16.159 29.320 18.701
H: 14.580 29.430 19.591
H: 17.782 27.000 20.569
H: 17.565 27.488 18.966
H: 17.218 25.278 19.164
H: 15.892 25.967 18.458
H: 15.809 25.645 21.397
H: 13.670 25.567 20.114
H: 14.169 24.181 21.133
H: 14.978 22.771 19.291
H: 14.746 24.013 18.103
H: 11.414 22.237 19.014
H: 12.084 23.020 20.389
H: 12.679 21.560 19.671
C: 12.657 33.699 19.441
O: 11.318 33.210 19.356
C: 11.307 31.681 19.410
C: 11.460 30.915 18.104
N: 12.897 30.661 17.757
C: 13.087 29.701 16.742
C: 12.586 30.131 15.450
O: 12.496 29.094 14.388
C: 11.644 28.017 14.704
H: 13.175 33.623 18.485
H: 13.106 33.386 20.384
H: 12.396 34.741 19.625
H: 10.277 31.456 19.683
H: 11.957 31.403 20.240
H: 10.983 31.511 17.326
H: 10.869 30.010 17.966
H: 13.445 31.507 17.697
H: 12.533 28.827 17.086
H: 14.152 29.469 16.764
H: 13.356 30.875 15.242
H: 11.717 30.765 15.272
H: 12.072 27.329 15.434
H: 11.228 27.452 13.870
H: 10.752 28.322 15.252

energy relative to the best compared isomer or geometry (same formula, charge and spin)	1770.6	kJ/mol
frontier orbital gap	0.330	Ha
net charge	0
SMILES string	COCCNCCOC.COCCNCCOC.COCCNCCOC.COCCNCCOC.COCCNCCOC.COCCNCCOC
energy	-2656.4762	Ha

These are the Mulliken partial charges, in e, on atoms 1 to 8: C -0.328; O -0.421; C -0.659; C -0.414; N -0.290; C -0.629; C -0.603; O -0.388

=====

(2)
C54H54BCaIN3O3PSSi as an isolated structure, computed with ωB97M-V/def2-TZVPD.

CARTESIAN COORDINATES (ANGSTROEM)
Ca: -0.316 -0.047 -0.425
I: 0.643 0.625 2.812
C: 2.267 -0.403 3.678
C: 1.984 -0.764 4.969
C: 2.958 -1.314 5.817
C: 4.230 -1.446 5.353
C: 4.556 -1.094 4.022
C: 5.906 -1.227 3.622
C: 6.295 -0.914 2.356
C: 5.317 -0.526 1.430
C: 3.984 -0.394 1.747
P: 2.890 -0.165 0.261
C: 3.613 -1.436 -0.853
C: 4.548 -1.174 -1.855
C: 5.018 -2.199 -2.663
C: 4.563 -3.497 -2.481
C: 3.639 -3.768 -1.483
C: 3.166 -2.744 -0.677
C: 3.538 1.401 -0.436
C: 4.315 2.300 0.292
C: 4.747 3.487 -0.287
C: 4.398 3.797 -1.593
C: 3.605 2.917 -2.319
C: 3.181 1.729 -1.746
C: 3.565 -0.615 3.107
H: 0.990 -0.598 5.361
H: 2.692 -1.588 6.829
H: 5.022 -1.822 5.990
H: 6.621 -1.578 4.357
H: 7.329 -1.001 2.047
H: 5.628 -0.356 0.408
H: 4.903 -0.165 -2.016
H: 5.735 -1.978 -3.444
H: 4.924 -4.294 -3.119
H: 3.274 -4.777 -1.335
H: 2.429 -2.960 0.090
H: 4.595 2.080 1.314
H: 5.355 4.171 0.292
H: 4.729 4.726 -2.040
H: 3.298 3.156 -3.330
H: 2.555 1.051 -2.315
C: -1.334 -1.212 -4.710
Si: 0.197 -1.144 -3.610
C: 0.006 -2.569 -2.394
C: 1.739 -1.443 -4.653
N: 0.299 0.263 -2.629
C: 0.165 1.541 -3.104
C: 0.143 1.909 -4.463
C: -0.064 3.211 -4.894
C: -0.273 4.230 -3.982
C: -0.254 3.922 -2.626
C: -0.005 2.631 -2.215
O: -0.033 2.283 -0.854
C: 0.002 3.256 0.130
C: 1.132 4.037 0.313
C: 1.167 4.913 1.386
C: 0.089 5.005 2.258
C: -1.039 4.225 2.050
C: -1.093 3.348 0.975
H: -1.421 -2.198 -5.176
H: -1.328 -0.469 -5.509
H: -2.232 -1.041 -4.111
H: 0.046 -3.532 -2.912
H: -0.969 -2.520 -1.896
H: 0.791 -2.592 -1.635
H: 1.637 -2.333 -5.279
H: 2.608 -1.589 -4.005
H: 1.954 -0.596 -5.309
H: 0.297 1.135 -5.205
H: -0.072 3.419 -5.957
H: -0.458 5.245 -4.306
H: -0.421 4.695 -1.886
H: 1.960 3.946 -0.376
H: 2.047 5.523 1.546
H: 0.128 5.687 3.097
H: -1.883 4.299 2.724
H: -1.965 2.733 0.780
N: -2.391 -3.584 0.534
C: -1.084 -3.807 0.705
S: -0.129 -2.634 1.451
N: -0.650 -5.005 0.249
C: 0.583 -5.683 0.374
C: 1.529 -5.434 1.363
C: 2.680 -6.208 1.415
C: 2.906 -7.227 0.505
C: 1.956 -7.480 -0.475
C: 0.805 -6.714 -0.540
H: -2.788 -2.702 0.840
H: -2.982 -4.217 0.022
H: -1.322 -5.523 -0.295
H: 1.363 -4.655 2.089
H: 3.408 -6.002 2.190
H: 3.808 -7.821 0.559
H: 2.108 -8.274 -1.194
H: 0.069 -6.915 -1.311
C: -8.704 -1.963 2.433
C: -8.863 -0.830 1.418
C: -9.765 -1.331 0.281
C: -9.544 0.350 2.125
C: -7.519 -0.377 0.843
C: -7.492 0.661 -0.094
C: -6.315 1.135 -0.662
C: -5.139 0.534 -0.266
O: -3.852 0.788 -0.649
B: -3.002 -0.103 0.060
O: -3.858 -0.901 0.879
C: -5.150 -0.494 0.659
C: -6.313 -0.968 1.228
H: -9.686 -2.247 2.816
H: -8.090 -1.660 3.283
H: -8.255 -2.850 1.981
H: -10.725 -1.668 0.679
H: -9.297 -2.167 -0.242
H: -9.960 -0.546 -0.450
H: -10.498 0.034 2.556
H: -9.743 1.170 1.435
H: -8.914 0.733 2.930
H: -8.425 1.122 -0.395
H: -6.318 1.940 -1.385
H: -6.268 -1.769 1.953

energy relative to the best compared isomer or geometry (same formula, charge and spin)	27.2	kJ/mol
frontier orbital gap	0.245	Ha
net charge	0
energy	-4509.5572	Ha

These are the Mulliken partial charges, in e, on atoms 1 to 8: Ca 0.837; I 0.317; C 0.038; C -0.747; C -0.938; C -0.884; C 0.847; C -0.744